ORCA calculation (the ωB97M-V functional and the def2-TZVPD basis) on a structure of composition C43H38AsN3OPdS.

E, Ha: -4662.7393
Frontier orbital gap, eV: 6.87
Molar mass, g/mol: 826.21
Maximum force, eV/A: 0.766
LUMO, eV: 0.35
Net charge: 0
HOMO, eV: -6.529
Energy relative to the best compared isomer or geometry (same formula, charge and spin), kcal/mol: 9.4
Spin multiplicity: 1

Geometry (Å):
Pd  0.92259  0.03941  -1.23221
C  -2.53241  1.17834  -3.53674
C  -3.14550  -0.02429  -3.85117
C  -2.56586  -1.20525  -3.41832
C  -1.38872  -1.20585  -2.66258
C  -0.73130  0.00774  -2.36816
C  -1.34014  1.17668  -2.82865
C  -0.83820  -2.50673  -2.16783
C  -1.51688  -3.74507  -2.40861
C  -0.98066  -4.90874  -1.96355
C  0.25795  -4.89648  -1.27471
C  0.91031  -6.06670  -0.82009
C  2.12246  -5.98606  -0.19738
C  2.74140  -4.72682  -0.02121
C  2.13144  -3.58508  -0.45528
C  0.86179  -3.64164  -1.08436
N  0.28830  -2.47909  -1.50375
H  -2.98116  2.11584  -3.84741
H  -4.05624  -0.04616  -4.43628
H  -3.04212  -2.13447  -3.70097
H  -0.84418  2.12346  -2.65588
H  -2.45058  -3.75824  -2.94802
H  -1.48083  -5.85392  -2.14188
H  0.43374  -7.02702  -0.98046
H  2.62357  -6.88501  0.13707
H  3.71157  -4.66602  0.45601
H  2.61563  -2.62071  -0.35974
S  2.91613  0.55965  0.15866
C  2.57849  -0.12038  1.67218
N  3.12649  0.40965  2.78608
C  2.75988  0.01458  4.13785
C  2.42547  -1.46809  4.14346
C  1.35565  -1.71929  3.09573
N  1.80288  -1.19531  1.81831
H  3.71415  1.21013  2.63016
H  1.89106  0.58947  4.48184
H  3.59498  0.23748  4.80104
H  2.07177  -1.77346  5.12784
H  3.32027  -2.04584  3.90339
H  0.42131  -1.23332  3.39187
H  1.15864  -2.78437  2.97199
H  1.27286  -1.44107  0.99730
C  3.37648  -0.07370  -5.37789
C  3.52565  -1.05772  -4.41071
C  2.80529  -0.98972  -3.22387
C  1.91631  0.05560  -2.96284
C  1.78980  1.03912  -3.94470
C  2.50731  0.98002  -5.13351
H  3.92590  -0.12949  -6.30964
H  4.20666  -1.88492  -4.57716
H  2.94363  -1.77572  -2.48948
H  1.11798  1.87497  -3.78606
H  2.37776  1.75909  -5.87658
O  -0.28607  0.14864  0.69612
As  -1.04738  1.55099  1.11939
C  -1.19193  1.51000  3.04304
C  -0.95153  2.61209  3.85329
C  -1.03705  2.48723  5.23452
C  -1.37953  1.26858  5.80183
C  -1.64476  0.17200  4.99079
C  -1.54776  0.29049  3.61300
C  -0.10244  3.15033  0.66693
C  1.11008  3.39241  1.30536
C  1.88458  4.47683  0.92725
C  1.45684  5.30978  -0.09690
C  0.25007  5.06739  -0.73673
C  -0.53340  3.98855  -0.35480
C  -2.83548  1.60489  0.44187
C  -3.60937  2.75864  0.45609
C  -4.91305  2.70908  -0.01685
C  -5.43480  1.51153  -0.48651
C  -4.66106  0.35961  -0.48382
C  -3.35646  0.40127  -0.01839
H  -0.69473  3.56929  3.41565
H  -0.83920  3.34415  5.86526
H  -1.44478  1.17316  6.87804
H  -1.92991  -0.77440  5.43240
H  -1.73894  -0.56455  2.97449
H  1.45993  2.72368  2.08277
H  2.83213  4.66012  1.41655
H  2.07078  6.14694  -0.40259
H  -0.07712  5.70906  -1.54417
H  -1.47239  3.80279  -0.85704
H  -3.20669  3.69202  0.83187
H  -5.52007  3.60514  -0.02009
H  -6.44849  1.47928  -0.86497
H  -5.06596  -0.56960  -0.86217
H  -2.72287  -0.47689  -0.05459

Atomic partial charges in e from the Mulliken method, atoms 1 to 5: atom 1 (Pd): -0.3955, atom 2 (C): -0.9633, atom 3 (C): -1.0685, atom 4 (C): -0.7440, atom 5 (C): 1.7509